(1)
8 unconnected molecules or ions with the total composition C32H51N4O18, computed with ωB97M-V with the def2-TZVPD basis set.

```
105
Properties=species:S:1:pos:R:3:forces:R:3
C -29.089745 -3.724703 9.006925 1.7 0.2 2.1
O -27.851658 -3.715527 9.680160 -1.4 -1.3 -1.4
H -29.102830 -3.119990 8.100146 -0.2 0.0 -0.6
H -29.504845 -4.719434 8.844744 0.1 -1.1 -1.1
H -29.913088 -3.374386 9.629421 -0.5 1.0 0.4
C -29.458137 -4.576659 5.436204 -1.2 0.9 0.2
N -29.030603 -5.957930 5.524876 -1.4 -2.0 -0.7
O -29.987925 -6.770432 5.426659 2.0 1.0 0.4
O -27.857110 -6.255345 5.540273 -0.4 0.1 0.3
H -28.705462 -3.829333 5.687361 0.0 -0.4 -0.2
H -30.351765 -4.489421 6.054192 0.3 0.1 0.5
H -29.910899 -4.524321 4.446072 0.6 0.4 -0.3
C -25.869870 -1.087026 6.143449 -0.2 0.3 -0.3
C -26.032565 -0.827613 7.649266 -0.2 -1.6 0.3
C -27.477654 -0.511922 8.048739 0.6 1.1 1.6
O -27.608347 -0.348929 9.497018 1.0 0.8 -1.0
C -28.680841 0.524776 9.881450 -0.6 -2.1 -0.8
N -25.640315 -2.094288 8.307050 0.4 0.5 -0.6
H -26.550908 -1.857496 5.781987 -0.5 0.1 0.2
H -24.910174 -1.561448 5.938496 0.4 0.4 0.1
H -25.976777 -0.219116 5.492758 -0.1 0.2 -0.1
H -25.310317 -0.098274 8.016027 -0.3 0.5 -0.1
H -28.154120 -1.293610 7.703119 0.0 -0.1 -0.1
H -27.718611 0.451151 7.598684 -0.4 0.1 -0.3
H -29.548183 -0.038792 9.537631 -0.7 0.5 0.1
H -28.730697 1.499093 9.395328 0.5 0.2 0.0
H -28.773710 0.555521 10.967054 0.5 0.2 -0.2
H -26.378230 -2.751552 8.098305 -0.6 -0.5 0.9
H -24.915172 -2.403068 7.675446 0.7 -0.5 0.4
C -30.830015 -2.899762 12.457964 -1.1 2.3 -1.0
C -29.484350 -2.140335 12.319883 -0.2 -2.0 -0.4
C -29.313434 -0.934465 13.228614 -1.5 -2.2 -0.8
O -28.077668 -0.394696 13.062434 1.2 3.2 0.5
C -28.009310 0.785351 13.960203 0.8 -2.6 0.1
N -28.549494 -3.263744 12.517734 0.4 0.5 0.8
H -30.955212 -3.707606 11.736981 0.7 -0.2 0.1
H -31.621611 -2.233966 12.114179 -0.6 0.2 0.6
H -31.013573 -3.257253 13.471175 0.0 0.1 0.1
H -29.350786 -1.762919 11.306065 0.0 -0.2 -0.2
H -29.455556 -1.231588 14.267662 -0.4 0.1 0.5
H -30.116534 -0.313054 12.832397 -0.3 0.8 0.6
H -28.921229 1.377490 14.036937 0.1 0.2 -0.7
H -27.072883 1.324377 13.816505 -0.3 0.2 -0.6
H -27.890683 0.280667 14.919014 -0.1 0.4 0.6
H -29.038121 -3.719443 13.275158 0.6 -0.5 0.9
H -28.822881 -3.894142 11.777495 1.0 -0.1 -0.8
C -30.840201 -0.963079 6.165685 1.0 -0.5 -1.1
C -30.045291 -0.052964 5.210955 1.0 0.1 0.4
C -29.709153 -0.559940 3.797014 0.5 -0.7 1.8
O -28.557293 -1.311751 4.129498 1.5 -1.4 -2.7
C -27.827057 -1.801047 2.960138 -0.7 0.1 0.5
N -30.669596 1.189052 5.168279 -2.1 1.9 0.1
H -30.177057 -1.251029 6.981425 -0.5 0.0 0.2
H -31.052731 -1.873260 5.604885 -0.4 -0.2 0.3
H -31.752398 -0.480229 6.516191 0.1 -0.2 0.1
H -29.083524 0.208057 5.652514 0.4 -0.7 0.0
H -29.483380 0.263019 3.118887 0.2 0.2 0.0
H -30.493538 -1.162711 3.339312 -0.2 -0.3 0.0
H -26.784263 -1.988134 3.216419 -0.1 0.3 0.2
H -27.927650 -1.134619 2.103491 0.3 0.7 0.2
H -28.201680 -2.720182 2.509649 -0.5 -0.5 0.6
H -31.577493 0.976958 4.779896 -0.5 1.1 -0.2
H -30.167241 1.893929 4.647808 -0.2 0.0 -0.3
C -31.574625 -8.027028 12.175672 -0.1 -0.2 1.2
C -32.713445 -8.733459 12.108807 -0.7 -1.2 0.7
C -33.791834 -8.431929 11.099405 -1.5 0.2 -0.6
O -34.936197 -8.948256 11.140903 2.7 0.5 0.3
C -33.422979 -7.417504 10.114833 -0.8 -0.2 0.1
C -32.353671 -6.630980 10.248213 1.7 2.8 -0.4
C -31.250022 -6.849900 11.344219 -2.4 -1.7 -1.6
O -30.251217 -6.205007 11.378019 0.6 0.6 0.3
O -32.199143 -5.481624 9.475850 -1.1 -2.8 1.1
O -32.994584 -9.787915 12.993964 1.0 1.7 -1.0
H -30.937800 -8.250674 13.018791 0.4 0.0 -0.1
H -34.130998 -7.193482 9.330663 -0.1 0.0 0.0
H -31.280848 -5.201817 9.468791 0.7 0.4 0.2
H -33.879960 -10.097013 12.788635 -0.5 0.0 -0.3
C -32.447623 -0.892996 9.795660 0.1 -1.1 -0.3
C -32.683554 0.311799 10.379915 -2.1 0.6 -0.7
C -33.998861 1.013736 10.225034 0.0 -4.5 -2.2
O -34.313375 2.108465 10.606735 0.2 3.7 1.9
C -34.997738 0.175739 9.543683 0.3 -0.7 0.6
C -34.740484 -1.096149 9.174083 0.9 -2.7 -1.3
C -33.403174 -1.711963 9.075036 0.2 2.5 1.2
O -33.095813 -2.773134 8.496306 -0.7 -0.5 -0.1
O -35.748255 -1.948454 8.771343 -1.5 1.0 -0.1
O -31.709036 0.895529 11.080434 1.9 0.4 0.9
H -31.513646 -1.423709 9.907110 0.5 0.4 0.1
H -36.056941 0.386646 9.540791 0.0 0.8 0.1
H -35.507728 -2.876492 8.721508 1.0 0.2 0.0
H -31.949725 1.666472 11.599394 -0.8 0.1 -0.4
C -28.498048 -7.541084 9.176775 0.4 -0.3 -0.7
C -27.154609 -7.406250 9.002344 0.4 4.0 1.5
C -26.249474 -8.460498 8.495972 1.0 -0.3 0.1
O -25.013376 -8.464508 8.406527 -2.2 0.6 0.3
C -27.026309 -9.615559 8.151298 -0.6 -1.7 -0.5
C -28.357368 -9.782544 8.355992 1.9 -3.1 -1.6
C -29.206254 -8.747283 8.810480 -0.5 3.3 1.4
O -30.421432 -8.829030 8.900186 -0.4 -0.9 -0.1
O -28.946776 -10.977445 8.046555 1.0 0.2 0.0
O -26.566042 -6.221690 9.317577 0.7 -3.1 -1.1
H -29.095706 -6.690217 9.468726 0.2 0.0 0.2
H -26.384943 -10.388224 7.753747 -0.4 -0.5 -0.1
H -29.814603 -11.046389 8.451180 -0.4 0.6 0.0
H -27.232307 -5.543436 9.450457 -0.9 2.4 0.6
```
Positions in Å, forces in eV/Å.

Summary:
multiplicity = 2
HOMO level (alpha / beta) = -0.026 / -0.070 Eh
lowest unoccupied orbital energy (alpha / beta) = 2.3900 / 2.3903 eV
net charge = -2
energy = -76816.482 eV

=====

(2)
A single CH4FO4P molecule, computed with ωB97M-V with the def2-TZVPD basis set.

```
11
Properties=species:S:1:pos:R:3:forces:R:3
C -1.736524 0.065581 0.119213 -1.5 -2.7 -3.1
O 1.956170 -0.949890 -0.684339 0.0 1.3 0.5
O -0.401180 0.028541 -0.465179 -0.7 0.5 -0.4
O 1.388959 1.474998 0.629014 -0.4 -3.8 2.1
O 0.435933 -1.653392 1.174649 0.6 0.6 1.4
F 1.433794 1.736273 -0.716567 0.3 0.8 -1.9
P 0.822795 -0.528460 0.340379 -0.5 1.8 -1.5
H -2.549876 0.394769 -0.668283 2.2 -0.1 1.4
H -1.785248 0.611168 1.004164 0.1 1.1 1.4
H -2.001436 -1.016314 0.280665 0.2 1.1 0.3
H 2.436609 -0.163277 -1.013715 -0.2 -0.3 -0.1
```
Positions in Å, forces in eV/Å.

Summary:
multiplicity = 1
HOMO level = -0.410 Eh
lowest unoccupied orbital energy = -0.5211 eV
ΔE to the lowest compared entry with this formula, charge and spin = 1.549 eV
energy = -21295.185 eV
SMILES = CO[P@@](=O)(O)OF

=====

(3)
2 unconnected molecules or ions with the total composition C7H12NS2, computed with ωB97M-V with the def2-TZVPD basis set.

```
22
Properties=species:S:1:pos:R:3:forces:R:3
C 2.643516 -0.429718 0.322988 -1.6 -1.2 -1.2
C 2.482278 0.668176 1.046199 -0.9 0.1 0.4
C 1.409934 -1.102943 -0.066757 0.0 0.7 0.3
C 0.405405 -0.304493 0.418356 -3.9 -1.9 -1.1
C 1.271561 -2.341753 -0.941845 -1.2 2.3 -0.2
C -1.493166 1.978904 -1.017356 2.5 0.1 0.1
C -1.741515 -0.416643 0.328424 5.4 1.3 -2.3
N -1.941423 1.109107 0.179241 -0.2 -0.2 -2.2
S 0.805200 1.035973 1.336067 1.4 0.4 0.5
S -2.303189 -1.093654 1.799403 -1.1 -0.5 0.3
H 3.589138 -0.676379 -0.068754 1.0 -0.7 -0.1
H 3.327772 1.100951 1.457232 1.0 1.6 0.9
H 1.326238 -1.965546 -1.964628 0.4 -0.3 -0.2
H 1.963002 -3.142406 -0.808275 0.4 -0.4 0.4
H 0.227569 -2.604950 -0.842920 -0.1 -0.9 0.1
H -0.416719 2.162685 -1.208534 -0.3 -0.7 1.1
H -1.787275 1.553390 -1.933183 -1.0 -0.8 -0.9
H -1.896673 2.974175 -0.920681 -0.6 0.1 0.4
H -1.903238 -0.869277 -0.669582 -0.3 -0.2 1.1
H -2.927881 1.299077 -0.110463 0.2 -0.3 2.5
H -1.440987 1.385242 1.029805 -1.3 1.3 0.1
H -1.599540 -0.319917 2.635261 0.2 0.0 0.0
```
Positions in Å, forces in eV/Å.

Summary:
multiplicity = 1
HOMO level = -0.456 Eh
lowest unoccupied orbital energy = -3.4462 eV
net charge = +1
ΔE to the lowest compared entry with this formula, charge and spin = 3.357 eV
energy = -30603.425 eV

=====

(4)
2 unconnected molecules or ions with the total composition C5H13NO, computed with ωB97M-V with the def2-TZVPD basis set.

```
20
Properties=species:S:1:pos:R:3:forces:R:3
C 0.839223 -1.710843 1.142164 0.5 0.1 -1.5
N 1.744472 -0.815051 0.390663 0.0 0.3 0.8
C 1.154356 0.322302 -0.285587 -1.8 0.5 1.4
C 0.410626 0.038266 -1.579795 -0.6 -0.3 -0.3
C -0.899159 -0.691146 -1.299858 0.0 1.4 -0.6
C -1.880396 -0.179077 -0.545827 -0.7 -2.3 -0.4
H 0.033419 -1.188235 1.652551 0.7 0.3 0.8
H 1.505063 -2.391440 1.689027 -0.6 0.3 0.5
H 0.238130 -2.297761 0.451998 -0.1 -0.7 -0.3
H 2.357543 -1.396229 -0.161777 0.0 0.4 -0.3
H 1.647134 1.299460 -0.200144 1.2 -0.5 -0.8
H 0.339074 0.678802 0.398342 0.4 -0.6 -0.3
H 0.958141 -0.561625 -2.310437 0.4 0.1 0.1
H 0.139786 0.974404 -2.087290 0.2 0.1 0.1
H -1.102629 -1.536180 -1.963610 0.0 -0.1 0.6
H -1.964812 0.696655 0.055062 0.6 0.6 0.1
H -2.735617 -0.855245 -0.426163 -0.1 0.4 -0.2
H -1.433521 1.644018 1.782831 0.8 -0.4 0.0
H -0.409482 2.780974 1.209599 0.2 -0.6 0.1
O -1.283530 2.569537 1.575582 -1.0 1.1 0.1
```
Positions in Å, forces in eV/Å.

Summary:
multiplicity = 2
HOMO level (alpha / beta) = 0.045 / -0.186 Eh
lowest unoccupied orbital energy (alpha / beta) = 3.9963 / 3.8396 eV
net charge = -1
ΔE to the lowest compared entry with this formula, charge and spin = 2.646 eV
energy = -8930.115 eV